The following is a DFT calculation (the ωB97M-V functional and the def2-TZVPD basis) of a molecular structure, C48H60BrN3Sb2SiV.

Output
- Net charge: +4
- HOMO level (spin up / spin down): -17.952 / -17.952 eV
- Energy relative to the best compared isomer or geometry (same formula, charge and spin): 0.0 kJ/mol
- 2S+1: 2
- Maximum force: 0.824 eV Å⁻¹
- HOMO-LUMO gap (spin up / spin down): 6.20 / 6.58 eV

Geometry as XYZ:
```
116
Properties=species:S:1:pos:R:3:mulliken_charge:R:1
V -0.408 1.471 0.534 -1.31
C -3.444 -0.150 2.777 -1.46
C -2.031 -0.584 2.578 0.84
C -1.486 -1.739 3.123 -1.06
C -0.170 -2.105 2.848 -0.53
C 0.642 -1.316 2.039 -0.91
C 0.038 -0.169 1.563 1.12
N -1.202 0.145 1.810 0.64
Sb 1.992 2.935 2.128 0.13
C -0.144 3.140 2.632 0.26
C -0.371 3.954 3.724 -0.60
C -1.650 4.477 3.915 -0.78
C -2.641 4.215 2.988 -0.93
C -2.371 3.397 1.896 0.64
C -3.392 3.065 0.857 -0.94
N -1.139 2.873 1.767 0.76
C 1.663 2.391 -0.018 0.40
C 2.814 2.328 -0.787 -0.27
C 2.763 2.810 -2.095 -0.90
C 1.594 3.372 -2.575 -0.76
C 0.439 3.377 -1.792 0.56
C -0.867 3.901 -2.284 -1.33
N 0.507 2.859 -0.554 0.52
H -3.954 -0.804 3.480 0.52
H -3.985 -0.184 1.829 0.20
H -3.489 0.869 3.163 0.25
H -2.104 -2.366 3.752 0.58
H 0.223 -3.024 3.264 0.63
H 1.650 -1.604 1.791 0.61
H 0.428 4.205 4.411 0.56
H -1.855 5.109 4.769 0.49
H -3.627 4.645 3.095 0.56
H -4.250 3.728 0.934 0.56
H -3.747 2.039 0.979 0.00
H -2.974 3.155 -0.146 0.02
H 3.751 1.979 -0.372 0.45
H 3.647 2.781 -2.718 0.55
H 1.554 3.791 -3.572 0.53
H -0.712 4.605 -3.099 0.52
H -1.407 4.407 -1.484 0.27
H -1.484 3.081 -2.657 0.15
C 5.138 -3.025 0.857 -0.70
C 5.269 -2.943 2.237 -0.72
C 4.751 -1.851 2.923 -1.02
C 4.105 -0.848 2.207 0.92
C 3.966 -0.924 0.824 -0.35
C 4.487 -2.020 0.151 -0.63
Sb 3.449 0.792 3.339 1.71
C 5.084 2.019 3.742 1.09
C 5.931 2.359 2.687 -0.67
C 7.003 3.203 2.925 -0.66
C 7.223 3.698 4.206 -0.56
C 6.376 3.356 5.251 -0.70
C 5.293 2.517 5.026 -0.61
C 2.520 0.234 5.122 1.07
C 1.141 0.371 5.269 -0.27
C 0.547 -0.001 6.466 -0.84
C 1.326 -0.507 7.500 -0.70
C 2.700 -0.639 7.348 -0.89
C 3.309 -0.265 6.158 -0.53
H 5.550 -3.874 0.329 0.44
H 5.780 -3.724 2.783 0.47
H 4.866 -1.800 3.999 0.40
H 3.448 -0.150 0.269 0.45
H 4.394 -2.088 -0.924 0.50
H 5.792 1.937 1.695 0.40
H 7.677 3.464 2.120 0.45
H 8.068 4.348 4.391 0.43
H 6.560 3.740 6.246 0.45
H 4.633 2.260 5.846 0.45
H 0.530 0.765 4.462 0.13
H -0.521 0.107 6.598 0.51
H 0.860 -0.794 8.433 0.44
H 3.302 -1.026 8.159 0.45
H 4.384 -0.356 6.060 0.50
C -2.111 0.072 -6.044 -1.90
C -1.612 -1.286 -5.533 2.45
C -0.160 -1.108 -5.058 -1.69
C -1.652 -2.305 -6.706 -1.70
Si -2.729 -2.103 -4.268 -1.41
Br -1.487 0.418 -1.278 0.05
C -4.523 -1.573 -4.139 2.32
C -5.319 -2.261 -3.021 -1.91
C -4.701 -0.054 -3.965 -1.65
C -5.107 -2.011 -5.511 -1.72
C -2.176 -3.689 -3.433 2.44
C -2.983 -4.785 -4.181 -1.70
C -0.684 -4.013 -3.579 -1.99
C -2.520 -3.717 -1.933 -1.81
H -1.410 0.427 -6.803 0.60
H -2.151 0.822 -5.253 0.28
H -3.089 0.016 -6.520 0.40
H 0.393 -0.602 -5.853 0.52
H 0.344 -2.049 -4.864 0.35
H -0.095 -0.484 -4.162 0.27
H -1.028 -1.910 -7.512 0.53
H -2.653 -2.443 -7.117 0.38
H -1.247 -3.282 -6.438 0.34
H -4.971 -1.965 -2.031 0.33
H -5.313 -3.347 -3.086 0.39
H -6.361 -1.944 -3.109 0.59
H -4.252 0.305 -3.035 0.30
H -5.772 0.154 -3.908 0.51
H -4.304 0.525 -4.793 0.35
H -5.014 -3.085 -5.692 0.39
H -4.669 -1.474 -6.352 0.35
H -6.176 -1.782 -5.503 0.53
H -2.733 -4.838 -5.242 0.41
H -4.062 -4.671 -4.085 0.33
H -2.720 -5.751 -3.743 0.53
H -0.362 -4.087 -4.616 0.39
H -0.506 -4.988 -3.121 0.60
H -0.053 -3.286 -3.065 0.37
H -3.586 -3.647 -1.736 0.33
H -2.009 -2.921 -1.383 0.38
H -2.176 -4.672 -1.527 0.52
```